No. 1
Here is a 4-piece molecular cluster, C27H52BrI2N5O overall from OMol25. Energies are from the ωB97M-V functional and the def2-TZVPD basis.

Last column: Mulliken charge in e.
Cartesian coordinates (Å):
C1 -1.65468 2.61063 0.60314  -1.836
C2 -0.41748 1.80438 0.47661  0.517
I1 -0.25212 0.27904 1.92398  0.061
C3 0.49982 1.97929 -0.45663  -1.501
I2 0.10936 3.50857 -1.88429  0.089
C4 1.80199 1.18322 -0.61560  3.237
C5 2.56877 1.72334 -1.73297  -1.181
N1 3.15397 2.10420 -2.66419  -0.450
C6 2.71045 1.32048 0.62343  -0.266
C7 4.06636 0.92571 0.31287  -0.002
N2 5.15335 0.62417 0.07830  -0.482
C8 1.61810 -0.33616 -0.94393  -1.175
C9 0.29028 -0.68037 -1.53019  0.445
O1 -0.27909 -0.09087 -2.38627  -0.450
Br1 -0.48745 -2.33757 -0.78609  -0.134
H1 -1.43461 3.66269 0.57209  0.514
H2 -2.32187 2.38783 -0.21513  0.476
H3 -2.17317 2.39647 1.52195  0.456
H4 2.39961 0.67331 1.42251  0.226
H5 2.74249 2.33358 0.98482  0.470
H6 1.86126 -0.93329 -0.08393  0.557
H7 2.34621 -0.58160 -1.70213  0.487
C10 -4.98409 -0.43296 3.22830  -1.622
C11 -4.38287 -0.42163 1.83115  0.219
N3 -4.98672 -1.39029 0.93868  0.956
C12 -4.23575 -1.57460 -0.29220  -0.296
C13 -4.11654 -0.39314 -1.26144  -1.330
C14 -6.42953 -1.31080 0.80206  -0.929
C15 -7.03653 0.00812 0.30438  -1.307
H8 -4.92835 -1.43011 3.66787  0.217
H9 -4.43099 0.25320 3.87138  0.447
H10 -6.02589 -0.11084 3.23106  0.349
H11 -3.32031 -0.67030 1.92015  -0.151
H12 -4.42864 0.60570 1.43299  0.309
H13 -4.65088 -2.43232 -0.82953  0.367
H14 -3.22682 -1.87393 -0.00103  -0.134
H15 -5.03694 -0.22705 -1.81926  0.363
H16 -3.33102 -0.59864 -1.99181  0.510
H17 -3.84906 0.53331 -0.75084  0.093
H18 -6.87448 -1.54418 1.77310  0.514
H19 -6.75596 -2.12422 0.14890  0.400
H20 -6.58094 0.87737 0.78041  0.238
H21 -8.10316 0.03252 0.53602  0.400
H22 -6.94272 0.12164 -0.77417  0.323
C16 -1.42265 -3.67587 3.07930  -1.435
C17 -2.88366 -3.70242 2.65306  1.008
N4 -3.26817 -4.93803 2.00301  0.083
C18 -4.56931 -4.86294 1.35786  0.133
C19 -5.80502 -4.64951 2.23917  -0.996
C20 -2.99728 -6.15028 2.75347  -0.776
C21 -3.63228 -6.29626 4.14366  -0.979
H23 -0.76586 -3.86481 2.22832  0.283
H24 -1.18086 -2.69043 3.48365  0.337
H25 -1.20017 -4.40716 3.85710  0.373
H26 -3.04337 -2.88816 1.93974  -0.668
H27 -3.51138 -3.47336 3.53006  0.038
H28 -4.71031 -5.76909 0.76149  0.360
H29 -4.52696 -4.04278 0.63783  -0.358
H30 -6.08798 -5.55469 2.77539  0.370
H31 -6.65420 -4.36912 1.61232  0.429
H32 -5.65995 -3.84775 2.96381  0.093
H33 -1.91378 -6.24469 2.86449  0.411
H34 -3.28460 -7.00525 2.13727  0.412
H35 -3.56008 -5.37848 4.72871  0.234
H36 -3.11721 -7.07983 4.70318  0.382
H37 -4.68095 -6.58287 4.08729  0.290
C22 8.89989 5.71046 -5.00859  -1.432
C23 8.34661 4.40167 -4.46486  -0.290
N5 8.53764 4.24720 -3.03654  0.152
C24 8.25623 2.90206 -2.56128  -0.974
C25 6.81883 2.38197 -2.67146  -0.611
C26 8.02304 5.32685 -2.21532  -0.714
C27 6.52725 5.66021 -2.31431  -0.903
H38 9.95641 5.82015 -4.76120  0.331
H39 8.80159 5.72649 -6.09468  0.433
H40 8.36191 6.57681 -4.62202  0.292
H41 8.87321 3.58186 -4.96008  0.433
H42 7.28916 4.31506 -4.76082  0.228
H43 8.57976 2.83000 -1.51940  0.341
H44 8.91142 2.21964 -3.11237  0.395
H45 6.16788 2.82152 -1.91833  -0.044
H46 6.80558 1.30316 -2.50795  0.482
H47 6.38422 2.56716 -3.65384  0.306
H48 8.58825 6.23192 -2.45277  0.372
H49 8.27356 5.11302 -1.17354  0.332
H50 6.17435 5.67169 -3.34604  0.239
H51 6.34322 6.65254 -1.89616  0.371
H52 5.91265 4.95845 -1.75312  0.246

Maximum force = 2.79 eV/A
E_LUMO = -0.54 eV
SMILES = C/C(I)=C(\I)[C@@](C#N)(CC#N)CC(=O)Br.CCN(CC)CC.CCN(CC)CC.CCN(CC)CC
Orbital gap = 7.259 eV
Calculated total energy = -4578.29887 a.u.

=====

No. 2
Here is C27H52Cl36NO2S as an isolated structure from OMol25. Energies are from the ωB97M-V functional and the def2-TZVPD basis.

Last column: Mulliken charge in e.
Cartesian coordinates (Å):
C1 1.64958 1.85377 0.03317  -0.574
O1 1.06690 0.72519 -0.63003  -0.094
C2 1.78578 0.38254 -1.81887  0.677
C3 1.66519 -1.16559 -2.17109  -0.501
C4 1.82441 -1.94982 -0.82258  -0.246
C5 2.15255 -3.49073 -0.98761  0.623
C6 3.35550 -3.67509 -1.98396  -0.755
C7 4.33720 -4.84164 -1.63863  -0.111
C8 5.45272 -4.43417 -0.58133  -0.762
O2 3.68357 -6.08437 -1.29458  -0.552
N1 2.53896 -3.93839 0.35931  -0.404
C9 1.56209 -3.99715 1.14386  0.036
S1 0.51319 -3.45472 2.31814  -0.154
H1 0.84358 2.61815 0.20357  0.156
H2 2.06345 1.51974 1.02276  0.213
H3 2.47547 2.31657 -0.54925  0.224
H4 2.90604 0.53032 -1.68420  -0.917
H5 1.48925 0.97284 -2.72840  0.264
H6 0.69759 -1.38624 -2.69564  -0.029
H7 2.47317 -1.35513 -2.91884  0.391
H8 2.64584 -1.52734 -0.16170  0.077
H9 0.87625 -1.77387 -0.24185  0.189
H10 2.96955 -3.76704 -3.03480  0.161
H11 3.96901 -2.71527 -1.98209  0.047
H12 4.91508 -5.05681 -2.58808  0.462
H13 5.54127 -3.31480 -0.56815  0.108
H14 5.08058 -4.71013 0.44148  0.230
H15 6.42215 -4.94780 -0.78668  0.128
H16 4.28261 -6.76638 -1.63782  0.358
C10 -1.17439 3.35901 -1.83477  0.857
Cl1 -2.14141 4.25203 -0.65083  -0.188
Cl2 -0.01800 4.42130 -2.64941  -0.208
H17 -0.62884 2.56901 -1.32247  -0.354
H18 -1.83829 2.92750 -2.57725  -0.150
C11 -1.49557 -1.27664 5.60394  0.634
Cl3 -0.62898 -1.17789 7.14646  -0.196
Cl4 -0.60461 -2.23610 4.41379  -0.179
H19 -2.46324 -1.73559 5.77497  0.087
H20 -1.62300 -0.26987 5.20780  -0.548
C12 -2.38493 1.08819 -5.41674  0.065
Cl5 -2.32076 0.68435 -3.69865  -0.074
Cl6 -1.26441 2.39946 -5.80819  -0.166
H21 -2.11552 0.20961 -5.99669  0.310
H22 -3.39871 1.40147 -5.66271  -0.121
C13 -4.88816 0.54526 6.46569  -0.229
Cl7 -4.65863 -1.05636 7.18164  -0.181
Cl8 -4.29061 0.61260 4.80174  0.013
H23 -5.95214 0.77784 6.46704  0.124
H24 -4.34924 1.27805 7.06218  0.297
C14 -7.76467 2.07602 9.11780  -0.255
Cl9 -7.14174 2.40295 7.49518  -0.135
Cl10 -6.46891 1.59894 10.21951  -0.142
H25 -8.23866 2.97556 9.49972  0.288
H26 -8.49099 1.27050 9.05881  0.252
C15 -1.63287 -4.00107 -1.21227  -0.475
Cl11 -0.14863 -4.84119 -1.66132  0.003
Cl12 -1.82277 -2.50612 -2.13812  -0.096
H27 -2.48585 -4.64761 -1.40523  0.391
H28 -1.58627 -3.75499 -0.15302  0.128
C16 -0.65216 7.99808 -2.68105  0.159
Cl13 0.19053 9.15803 -1.64445  -0.175
Cl14 -2.12829 8.69722 -3.35809  -0.174
H29 0.00668 7.70987 -3.49478  0.265
H30 -0.91433 7.12457 -2.09118  -0.077
C17 2.51767 -6.84327 -5.03303  -0.132
Cl15 1.48251 -5.93291 -3.93238  0.010
Cl16 3.69127 -5.78907 -5.84062  -0.197
H31 3.05696 -7.59644 -4.46445  0.240
H32 1.90046 -7.31989 -5.78537  0.056
C18 5.66571 1.53078 -0.44643  0.145
Cl17 4.88963 1.27556 -2.02237  -0.174
Cl18 4.83272 2.75741 0.51632  -0.149
H33 5.66062 0.59212 0.09895  -0.218
H34 6.68826 1.85527 -0.61274  0.417
C19 8.12911 -0.40222 2.25919  -0.269
Cl19 6.90460 -1.43522 1.50861  -0.063
Cl20 7.70335 1.31028 2.11739  -0.153
H35 8.20666 -0.65889 3.31176  0.325
H36 9.08234 -0.57031 1.76637  0.172
C20 -1.08466 2.67519 4.23457  -0.262
Cl21 0.04641 1.53188 3.50592  -0.091
Cl22 -1.80389 2.01228 5.70874  -0.123
H37 -0.55371 3.58967 4.48295  0.387
H38 -1.87859 2.88809 3.52218  0.109
C21 -2.01362 11.13884 1.03454  0.310
Cl23 -1.18353 12.29980 2.07904  -0.171
Cl24 -3.49280 11.82876 0.35282  -0.165
H39 -1.35057 10.85846 0.22228  -0.015
H40 -2.27282 10.26118 1.61980  0.043
C22 -1.66185 -6.75201 -5.69290  -0.148
Cl25 -0.51028 -7.87071 -6.44103  -0.202
Cl26 -2.38961 -7.43019 -4.23744  -0.119
H41 -1.13880 -5.83811 -5.42317  0.104
H42 -2.44640 -6.53294 -6.41165  0.345
C23 9.15593 -3.73019 -0.15917  0.105
Cl27 9.43099 -5.44201 -0.50103  -0.179
Cl28 10.41347 -3.07902 0.90611  -0.192
H43 9.16761 -3.17825 -1.09451  0.312
H44 8.19054 -3.61775 0.32517  -0.045
C24 -5.02430 9.04251 3.17588  -0.257
Cl29 -4.14909 9.07769 4.71127  -0.151
Cl30 -4.13993 8.12742 1.94989  -0.132
H45 -5.99187 8.57470 3.33293  0.307
H46 -5.15782 10.06204 2.82381  0.235
C25 -1.22663 -7.54275 0.97647  -0.217
Cl31 -1.97682 -7.93079 -0.57767  -0.135
Cl32 -2.15654 -6.32151 1.84972  -0.130
H47 -1.17868 -8.44561 1.57857  0.348
H48 -0.22435 -7.16047 0.79668  0.116
C26 -4.57558 1.12050 0.93287  -0.376
Cl33 -5.19488 2.73605 1.30788  -0.165
Cl34 -2.97423 0.86476 1.62920  -0.048
H49 -5.25802 0.38018 1.34105  0.329
H50 -4.51098 1.01027 -0.14626  0.263
C27 -6.77050 2.27372 -5.78363  -0.326
Cl35 -6.22412 2.71445 -7.40616  -0.159
Cl36 -5.42398 1.73097 -4.77604  -0.077
H51 -7.22917 3.14174 -5.31892  0.277
H52 -7.49580 1.46910 -5.86324  0.289

Maximum force = 4.26 eV/A
E_LUMO = 1.46 eV
Total charge = -1
Orbital gap = 3.303 eV
Calculated total energy = -18230.10605 a.u.

=====

No. 3
Here is a 3-piece molecular cluster, C27H52F3O7PS overall from OMol25. Energies are from the ωB97M-V functional and the def2-TZVPD basis.

Last column: Mulliken charge in e.
Cartesian coordinates (Å):
C1 5.94327 -2.88333 1.57181  -0.639
O1 5.98379 -1.72179 2.36209  -0.384
C2 4.72434 -1.06584 2.43864  -0.681
C3 4.41064 -0.22377 1.19777  0.350
C4 4.90129 1.21478 1.36926  -0.789
C5 4.72981 2.16871 0.16640  -0.979
C6 4.62489 1.54278 -1.22600  -0.959
C7 3.24818 0.99345 -1.60215  0.306
C8 3.09406 0.75386 -3.12279  -0.793
C9 2.79945 -0.70167 -3.52692  -0.962
C10 1.32352 -0.96335 -3.81688  -0.947
C11 0.47046 -0.93026 -2.53833  0.409
C12 -1.00044 -0.61531 -2.80093  -1.401
P1 -1.83568 0.08686 -1.32725  0.544
S1 -0.70653 2.11608 -1.64399  -0.413
C13 -3.46304 0.89568 -1.64881  -1.093
C14 -3.83876 2.08716 -0.75861  -0.218
C15 -3.75540 1.79346 0.71270  0.355
O2 -2.76656 1.43971 1.29208  -0.551
O3 -4.92284 1.98399 1.35651  -0.493
C16 -2.58893 -1.62738 -0.86026  -1.639
C17 -2.90225 -1.82594 0.62766  -0.788
C18 -4.29357 -1.43581 1.03017  0.619
F1 -5.22570 -1.35388 0.04966  -0.328
C19 -4.71944 -1.24754 2.26139  0.199
F2 -5.97492 -1.39934 2.66116  -0.257
F3 -3.94793 -0.86241 3.27091  -0.232
H1 5.82150 -2.66099 0.50482  0.222
H2 5.12776 -3.54821 1.88113  0.257
H3 6.89192 -3.40357 1.69851  0.265
H4 4.77971 -0.41858 3.31706  0.408
H5 3.93627 -1.80026 2.63571  0.231
H6 3.33249 -0.24880 1.02947  0.107
H7 4.90654 -0.68349 0.33963  0.088
H8 4.33343 1.63006 2.20809  0.239
H9 5.94257 1.17936 1.69947  0.348
H10 5.61154 2.81617 0.15045  0.360
H11 3.88347 2.83827 0.33500  0.403
H12 4.83969 2.34142 -1.94555  0.555
H13 5.40128 0.78839 -1.38797  0.237
H14 2.46696 1.67271 -1.25340  0.198
H15 3.09178 0.03202 -1.11029  -0.028
H16 4.02144 1.05823 -3.61577  0.536
H17 2.31246 1.40991 -3.51472  0.282
H18 3.12940 -1.39017 -2.74210  0.361
H19 3.37537 -0.95282 -4.42098  0.390
H20 1.21350 -1.94668 -4.28600  0.397
H21 0.92915 -0.23879 -4.53503  0.427
H22 0.90110 -0.19318 -1.85995  -0.114
H23 0.56180 -1.90600 -2.05018  0.194
H24 -1.06643 0.15588 -3.57098  0.625
H25 -1.55759 -1.47875 -3.16792  0.691
H26 -1.16975 0.07121 -0.09447  0.045
H27 -1.13829 2.43133 -2.87440  0.134
H28 -3.39335 1.27339 -2.67263  0.380
H29 -4.27483 0.17281 -1.61764  0.738
H30 -3.22622 2.96043 -0.97506  0.382
H31 -4.86856 2.35880 -0.99265  0.164
H32 -4.78382 1.69386 2.27175  0.426
H33 -1.81606 -2.35898 -1.11578  0.557
H34 -3.46243 -1.87399 -1.46545  0.491
H35 -2.18579 -1.29192 1.25969  0.294
H36 -2.80489 -2.88848 0.86820  0.471
O4 -4.92531 2.00280 -4.80130  -0.532
C20 -5.75157 2.85880 -4.63974  0.890
O5 -6.00735 3.27492 -3.38171  -0.325
C21 -6.81289 4.42222 -3.08467  -0.434
C22 -8.28807 4.08662 -3.03003  -1.014
C23 -6.55400 3.42339 -5.78714  -1.219
H37 -6.59965 5.23143 -3.78409  0.390
H38 -6.46717 4.75025 -2.10553  0.334
H39 -8.65932 3.74454 -3.99608  0.276
H40 -8.86252 4.96451 -2.73356  0.374
H41 -8.46462 3.29222 -2.30506  0.306
H42 -7.41964 2.78147 -5.94979  0.285
H43 -5.92962 3.39628 -6.67597  0.331
H44 -6.89418 4.44416 -5.63639  0.346
O6 2.53635 -3.32445 4.03649  -0.542
C24 2.88591 -3.41071 5.18199  0.856
O7 3.73688 -2.48043 5.65979  -0.375
C25 4.09180 -2.38121 7.04268  -0.392
C26 5.24751 -3.29135 7.40033  -0.993
C27 2.46537 -4.56255 6.06384  -1.142
H45 3.22128 -2.55276 7.67730  0.348
H46 4.37952 -1.33958 7.17540  0.346
H47 4.98857 -4.34181 7.26588  0.268
H48 5.53812 -3.14053 8.44040  0.378
H49 6.10383 -3.07497 6.76194  0.291
H50 3.16196 -5.38618 5.90838  0.276
H51 1.47554 -4.88015 5.74752  0.325
H52 2.42849 -4.32639 7.12372  0.350

Maximum force = 1.46 eV/A
E_LUMO = 0.60 eV
SMILES = COCCCCCCCCCCC[PH](S)(CCC(=O)O)CCC(F)=C(F)F.CCOC(C)=O.CCOC(C)=O
Orbital gap = 8.610 eV
Calculated total energy = -2625.72305 a.u.

=====

Question: Which of these has the highest orbital gap?
Answer: C27H52F3O7PS

=====

Question: calculated total energy of number 2 (C27H52Cl36NO2S)?
Answer: -18230.10605 a.u.

=====

Question: Which formula does entry 3 have?
Answer: C27H52F3O7PS